Model one:
ORCA calculation (ωB97M-V with the def2-TZVPD basis set) on a 5-piece molecular cluster, C26H50Br2NO7 overall.

Charge = -1
HOMO-LUMO gap = 6.60 eV

Each line ends with the Löwdin charge.
Atoms and positions in Å:
1 C -0.450 -7.323 0.192  -0.11
2 C -1.586 -6.761 -0.663  -0.29
3 C -1.127 -5.548 -1.502  -0.61
4 Br -1.205 -6.032 -3.408  0.68
5 C -1.850 -4.245 -1.125  -0.50
6 C -1.603 -4.005 0.379  -0.03
7 C -3.430 -4.376 -1.246  -0.80
8 O -4.049 -3.474 -0.659  -0.05
9 O -3.857 -5.354 -1.855  -0.06
10 N -1.393 -3.038 -1.868  -0.44
11 Br -2.383 -2.681 -3.436  0.75
12 C 0.023 -2.977 -2.236  -0.34
13 C 1.007 -2.852 -1.074  -0.16
14 C 0.735 -1.624 -0.200  -0.22
15 O 1.440 -1.699 1.035  -0.18
16 C 0.640 -1.855 2.185  -0.12
17 H -0.780 -8.223 0.714  0.06
18 H -0.065 -6.598 0.910  0.06
19 H 0.370 -7.631 -0.462  0.07
20 H -1.894 -7.550 -1.345  0.08
21 H -2.466 -6.523 -0.076  0.10
22 H -0.059 -5.428 -1.325  0.06
23 H -0.561 -4.179 0.648  0.06
24 H -1.843 -2.963 0.571  0.08
25 H -2.283 -4.596 0.980  0.09
26 H 0.334 -3.794 -2.897  0.06
27 H 0.151 -2.064 -2.822  0.08
28 H 1.098 -3.746 -0.458  0.09
29 H 1.989 -2.698 -1.530  0.11
30 H 1.115 -0.755 -0.736  0.11
31 H -0.335 -1.480 -0.055  0.11
32 H 1.200 -1.475 3.039  0.07
33 H 0.427 -2.910 2.390  0.07
34 H -0.303 -1.310 2.107  0.09
35 C 0.477 3.715 -2.185  -0.17
36 C -0.947 3.160 -2.156  -0.15
37 C -0.697 1.669 -1.982  -0.18
38 O 0.516 1.556 -1.226  -0.15
39 C 1.170 2.819 -1.164  -0.21
40 H 0.542 4.772 -1.931  0.10
41 H 0.915 3.577 -3.171  0.10
42 H -1.487 3.552 -1.291  0.09
43 H -1.524 3.391 -3.050  0.12
44 H -0.553 1.172 -2.947  0.12
45 H -1.498 1.158 -1.450  0.12
46 H 1.062 3.219 -0.148  0.11
47 H 2.234 2.682 -1.369  0.11
48 C 3.152 -4.258 6.132  -0.17
49 C 2.301 -3.681 7.261  -0.17
50 C 2.027 -2.272 6.749  -0.21
51 O 1.998 -2.362 5.327  -0.15
52 C 2.500 -3.633 4.906  -0.21
53 H 3.156 -5.347 6.096  0.11
54 H 4.185 -3.915 6.228  0.11
55 H 1.366 -4.240 7.348  0.11
56 H 2.793 -3.688 8.233  0.11
57 H 2.827 -1.582 7.042  0.11
58 H 1.077 -1.869 7.100  0.12
59 H 1.662 -4.240 4.548  0.12
60 H 3.194 -3.484 4.079  0.12
61 C -4.399 4.477 2.349  -0.17
62 C -3.613 5.705 1.896  -0.17
63 C -2.901 5.172 0.660  -0.22
64 O -3.762 4.186 0.091  -0.15
65 C -4.804 3.864 1.015  -0.20
66 H -5.254 4.710 2.982  0.11
67 H -3.745 3.793 2.895  0.11
68 H -4.297 6.512 1.621  0.11
69 H -2.922 6.086 2.648  0.11
70 H -1.953 4.692 0.928  0.11
71 H -2.699 5.945 -0.083  0.12
72 H -5.742 4.298 0.650  0.12
73 H -4.918 2.782 1.058  0.12
74 C 3.521 6.983 -5.469  -0.17
75 C 4.008 6.835 -4.030  -0.17
76 C 2.767 6.282 -3.341  -0.21
77 O 2.075 5.508 -4.322  -0.15
78 C 2.626 5.760 -5.615  -0.20
79 H 4.324 7.008 -6.205  0.11
80 H 2.933 7.898 -5.575  0.11
81 H 4.821 6.108 -3.982  0.11
82 H 4.356 7.766 -3.584  0.11
83 H 2.108 7.089 -3.001  0.12
84 H 3.001 5.645 -2.487  0.11
85 H 3.202 4.882 -5.928  0.12
86 H 1.811 5.909 -6.325  0.12


Model two:
ORCA calculation (ωB97M-V with the def2-TZVPD basis set) on a 5-piece molecular cluster, C26H50Br2NO7 overall.

Charge = -1
HOMO-LUMO gap = 6.51 eV

Each line ends with the Löwdin charge.
Atoms and positions in Å:
1 C -0.403 -7.237 0.304  -0.11
2 C -1.550 -6.692 -0.539  -0.30
3 C -1.087 -5.525 -1.439  -0.61
4 Br -1.225 -6.125 -3.308  0.69
5 C -1.814 -4.216 -1.113  -0.51
6 C -1.616 -3.952 0.390  -0.03
7 C -3.383 -4.365 -1.249  -0.77
8 O -4.039 -3.460 -0.668  -0.07
9 O -3.831 -5.365 -1.862  -0.09
10 N -1.391 -3.033 -1.909  -0.43
11 Br -2.397 -2.771 -3.482  0.76
12 C 0.019 -2.977 -2.283  -0.34
13 C 1.013 -2.842 -1.131  -0.15
14 C 0.725 -1.619 -0.253  -0.22
15 O 1.436 -1.712 0.978  -0.18
16 C 0.628 -1.882 2.119  -0.12
17 H -0.733 -8.123 0.838  0.06
18 H 0.012 -6.500 0.987  0.06
19 H 0.385 -7.575 -0.367  0.07
20 H -1.854 -7.505 -1.183  0.07
21 H -2.422 -6.436 0.046  0.10
22 H -0.024 -5.422 -1.259  0.06
23 H -0.577 -4.102 0.672  0.06
24 H -1.866 -2.910 0.537  0.08
25 H -2.312 -4.521 0.986  0.09
26 H 0.345 -3.792 -2.936  0.07
27 H 0.145 -2.072 -2.874  0.08
28 H 1.127 -3.731 -0.517  0.09
29 H 1.987 -2.661 -1.580  0.11
30 H 1.109 -0.759 -0.792  0.10
31 H -0.342 -1.477 -0.118  0.10
32 H 1.179 -1.507 2.975  0.07
33 H 0.441 -2.938 2.322  0.07
34 H -0.317 -1.352 2.049  0.09
35 C 0.483 3.713 -2.196  -0.18
36 C -0.943 3.170 -2.179  -0.15
37 C -0.706 1.676 -2.013  -0.18
38 O 0.505 1.541 -1.256  -0.15
39 C 1.169 2.802 -1.186  -0.20
40 H 0.555 4.768 -1.933  0.10
41 H 0.922 3.580 -3.182  0.10
42 H -1.482 3.561 -1.314  0.09
43 H -1.515 3.412 -3.074  0.12
44 H -0.562 1.184 -2.980  0.12
45 H -1.519 1.173 -1.489  0.12
46 H 1.061 3.188 -0.164  0.11
47 H 2.232 2.664 -1.393  0.11
48 C 3.166 -4.264 6.077  -0.17
49 C 2.303 -3.698 7.200  -0.18
50 C 2.006 -2.296 6.684  -0.21
51 O 1.987 -2.384 5.260  -0.15
52 C 2.515 -3.648 4.847  -0.21
53 H 3.187 -5.352 6.044  0.11
54 H 4.193 -3.906 6.179  0.11
55 H 1.377 -4.271 7.284  0.11
56 H 2.791 -3.696 8.174  0.11
57 H 2.793 -1.590 6.975  0.11
58 H 1.048 -1.910 7.035  0.12
59 H 1.686 -4.264 4.485  0.12
60 H 3.215 -3.495 4.026  0.12
61 C -4.407 4.511 2.327  -0.17
62 C -3.601 5.725 1.881  -0.18
63 C -2.892 5.187 0.647  -0.22
64 O -3.760 4.208 0.069  -0.15
65 C -4.809 3.901 0.993  -0.20
66 H -5.263 4.756 2.955  0.11
67 H -3.767 3.819 2.878  0.11
68 H -4.273 6.541 1.604  0.11
69 H -2.911 6.097 2.638  0.11
70 H -1.951 4.693 0.915  0.11
71 H -2.678 5.964 -0.089  0.12
72 H -5.737 4.346 0.618  0.12
73 H -4.939 2.820 1.042  0.12
74 C 3.495 6.927 -5.378  -0.17
75 C 3.975 6.775 -3.939  -0.17
76 C 2.734 6.219 -3.256  -0.21
77 O 2.037 5.450 -4.239  -0.16
78 C 2.593 5.710 -5.531  -0.20
79 H 4.300 6.951 -6.111  0.11
80 H 2.911 7.844 -5.482  0.11
81 H 4.788 6.046 -3.892  0.11
82 H 4.325 7.703 -3.490  0.11
83 H 2.072 7.024 -2.916  0.12
84 H 2.970 5.582 -2.402  0.11
85 H 3.164 4.829 -5.843  0.12
86 H 1.785 5.869 -6.246  0.12


The energy of each structure relative to the most stable one, in eV, is as follows: model one 0.000; model two 0.202.


Model one:
ORCA calculation (ωB97M-V with the def2-TZVPD basis set) on one molecule with the formula C3H8N4O.

HOMO-LUMO gap = 10.28 eV

Each line ends with the Löwdin charge.
Atoms and positions in Å:
1 N 1.376 -1.247 -0.739  -0.03
2 N 1.708 -0.976 0.577  -0.02
3 C 1.180 0.098 1.059  -0.13
4 C 0.446 1.092 0.291  -0.40
5 O 1.037 1.268 -0.971  -0.09
6 C -1.023 0.820 0.041  -0.13
7 N -1.548 -0.306 0.227  -0.07
8 N -2.884 -0.557 0.019  -0.01
9 H 0.296 -1.421 -0.703  0.13
10 H 1.810 -2.137 -0.982  0.10
11 H 1.507 0.425 2.014  0.10
12 H 0.519 2.097 0.827  0.16
13 H 1.535 0.363 -1.155  0.09
14 H -1.703 1.624 -0.277  0.13
15 H -3.344 0.021 -0.656  0.06
16 H -3.100 -1.565 -0.234  0.11


Model two:
ORCA calculation (ωB97M-V with the def2-TZVPD basis set) on C3H8N4O as an isolated structure.

HOMO-LUMO gap = 9.00 eV

Each line ends with the Löwdin charge.
Atoms and positions in Å:
1 C 1.863 -0.103 0.454  -0.05
2 C 0.496 -0.518 -0.194  -0.53
3 C -1.746 -1.643 0.186  -0.22
4 H 1.666 0.823 1.031  0.07
5 H 2.888 -0.224 -0.040  0.10
6 H 2.156 -0.759 1.367  0.09
7 H -0.990 0.082 -1.633  0.30
8 H 0.101 2.438 -0.333  0.18
9 H 0.821 1.904 -2.035  0.12
10 H -2.475 -2.523 -0.251  0.14
11 H -0.853 0.300 1.288  0.07
12 N 0.003 0.430 -0.863  -0.12
13 N 0.722 1.679 -0.980  -0.01
14 N -0.214 -1.599 0.145  0.05
15 N -2.584 -0.715 0.612  -0.01
16 O -1.855 0.426 1.244  -0.17


The energy of each structure relative to the most stable one, in eV, is as follows: model one 0.000; model two 3.728.


Model one:
ORCA calculation (ωB97M-V with the def2-TZVPD basis set) on C4H6FNOS as an isolated structure.

HOMO-LUMO gap = 9.13 eV

Each line ends with the Löwdin charge.
Atoms and positions in Å:
1 C 0.830 0.313 0.160  -0.57
2 C -0.323 1.165 -0.252  -0.11
3 C -1.385 0.175 0.066  -0.46
4 C -1.073 -1.299 -0.253  -0.41
5 H 4.072 -0.157 0.171  0.26
6 H -0.380 2.186 0.333  0.18
7 H -0.278 1.463 -1.287  0.12
8 H -2.549 0.261 -0.227  0.18
9 H -1.850 -2.016 -0.080  0.08
10 H -0.974 -1.446 -1.366  0.10
11 N 2.048 0.862 0.359  0.01
12 O 2.853 -0.386 0.488  -0.35
13 F -1.544 0.277 1.424  -0.04
14 S 0.552 -1.398 0.463  1.01


Model two:
ORCA calculation (ωB97M-V with the def2-TZVPD basis set) on one molecule with the formula C4H6FNOS.

HOMO-LUMO gap = 9.97 eV

Each line ends with the Löwdin charge.
Atoms and positions in Å:
1 N 0.973 -0.937 -1.811  0.14
2 C 0.318 0.070 -1.225  -0.54
3 O 0.243 1.206 -1.688  0.04
4 C -0.154 -0.132 0.217  -0.62
5 S -0.339 -1.817 0.704  0.85
6 C 0.045 0.993 1.257  -0.02
7 C -1.269 0.799 0.642  -0.32
8 F -2.290 0.361 1.435  0.01
9 H 1.031 -1.897 -1.453  0.08
10 H 1.466 -0.734 -2.672  0.12
11 H 0.768 -1.915 1.450  -0.11
12 H 0.128 0.723 2.289  0.11
13 H 0.698 1.797 0.957  0.12
14 H -1.618 1.483 -0.101  0.15


Model three:
ORCA calculation (ωB97M-V with the def2-TZVPD basis set) on one molecule with the formula C4H6FNOS.

HOMO-LUMO gap = 9.54 eV

Each line ends with the Löwdin charge.
Atoms and positions in Å:
1 C 1.804 -1.042 0.716  -0.05
2 O 1.556 -0.176 -0.403  -0.12
3 C 0.303 0.379 -0.487  -0.30
4 C -0.780 -0.564 -0.835  -0.23
5 N -2.018 -0.589 -0.540  -0.37
6 S -2.706 0.641 0.373  0.74
7 C 0.163 1.691 -0.311  -0.11
8 F 1.193 2.455 -0.041  0.08
9 H 2.852 -1.354 0.703  0.09
10 H 1.715 -0.417 1.610  0.09
11 H 1.116 -1.897 0.745  0.09
12 H -0.496 -1.420 -1.434  0.12
13 H -3.941 0.063 0.301  -0.12
14 H -0.762 2.231 -0.396  0.08


The energy of each structure relative to the most stable one, in eV, is as follows: model one 3.943; model two 0.000; model three 1.897.


Model one:
ORCA calculation (ωB97M-V with the def2-TZVPD basis set) on one molecule with the formula H3N3O2.

HOMO-LUMO gap (alpha / beta) = 9.25 / 8.68 eV

Each line ends with the Löwdin charge.
Atoms and positions in Å:
1 N -0.822 -0.366 -0.297  0.08
2 N 0.352 0.261 -0.119  -0.37
3 O 0.644 1.484 -0.049  -0.05
4 N 1.454 -0.733 0.013  0.02
5 O 2.613 -0.104 -0.058  -0.09
6 H -0.851 -1.394 -0.415  0.12
7 H -1.733 0.156 -0.008  0.16
8 H 2.598 0.901 -0.166  0.12


Model two:
ORCA calculation (ωB97M-V with the def2-TZVPD basis set) on one molecule with the formula H3N3O2.

HOMO-LUMO gap = 10.45 eV

Each line ends with the Löwdin charge.
Atoms and positions in Å:
1 O 2.645 -0.186 -0.179  -0.06
2 N 1.554 0.337 0.003  -0.13
3 N 0.546 -0.450 0.101  -0.03
4 N -0.704 0.236 0.380  -0.10
5 O -1.713 0.315 -0.635  -0.06
6 H 0.467 -1.419 -0.076  0.14
7 H -0.364 1.269 0.574  0.16
8 H -2.430 -0.103 -0.168  0.07


The energy of each structure relative to the most stable one, in eV, is as follows: model one 0.633; model two 0.000.